(1)
ORCA calculation (wB97M-V/def2-TZVPD) on 7 unconnected molecules or ions with the total composition C35H87N7O12S in a non-equilibrium geometry.

Cartesian coordinates (Å):
C  1.616  -4.015  0.375
C  1.940  -3.518  -1.007
O  1.364  -3.861  -2.007
O  2.954  -2.610  -1.039
C  2.573  -1.335  -1.615
C  3.535  -0.293  -1.048
O  2.892  0.957  -0.741
S  1.841  0.867  0.486
O  2.285  1.782  1.515
O  0.696  1.616  -0.380
C  -0.564  1.723  0.329
C  -1.647  0.888  -0.358
C  -2.557  1.725  -1.251
C  -3.520  0.903  -2.129
N  -3.815  -0.455  -1.609
C  -3.178  -1.512  -2.403
C  -5.187  -0.675  -1.466
C  -5.936  0.349  -0.646
O  -5.749  -1.653  -1.918
H  2.031  -5.008  0.541
H  2.000  -3.312  1.112
H  0.527  -4.054  0.447
H  2.647  -1.419  -2.700
H  1.536  -1.124  -1.347
H  4.051  -0.707  -0.178
H  4.303  -0.064  -1.788
H  -0.817  2.786  0.319
H  -0.440  1.430  1.374
H  -2.240  0.379  0.405
H  -1.148  0.095  -0.923
H  -3.138  2.394  -0.608
H  -1.957  2.370  -1.901
H  -4.449  1.456  -2.271
H  -3.087  0.792  -3.129
H  -2.104  -1.315  -2.428
H  -3.552  -1.526  -3.432
H  -3.346  -2.481  -1.941
H  -6.709  -0.185  -0.091
H  -6.438  1.063  -1.303
H  -5.294  0.878  0.059
C  8.476  0.682  -2.590
C  7.866  -0.716  -2.636
C  8.438  -1.624  -3.731
O  8.003  -1.330  -5.042
C  8.666  -0.257  -5.682
N  6.406  -0.595  -2.720
H  8.063  1.327  -3.366
H  8.256  1.151  -1.632
H  9.560  0.646  -2.711
H  8.099  -1.205  -1.685
H  8.089  -2.642  -3.539
H  9.536  -1.640  -3.689
H  9.727  -0.229  -5.413
H  8.211  0.708  -5.444
H  8.580  -0.418  -6.755
H  5.996  -1.522  -2.625
H  6.174  -0.312  -3.669
C  7.140  -4.850  3.286
C  6.058  -3.922  3.830
C  4.640  -4.239  3.339
O  4.359  -3.857  2.004
C  4.873  -4.735  1.018
N  6.448  -2.534  3.568
H  7.423  -4.587  2.267
H  8.037  -4.770  3.898
H  6.814  -5.892  3.296
H  6.033  -4.054  4.916
H  3.940  -3.662  3.948
H  4.401  -5.301  3.485
H  4.836  -5.777  1.349
H  5.900  -4.472  0.756
H  4.267  -4.628  0.121
H  5.812  -1.902  4.046
H  6.306  -2.345  2.580
C  -0.495  7.059  4.112
C  0.235  6.144  3.136
C  0.067  6.544  1.665
O  -1.200  6.253  1.103
C  -2.228  7.173  1.412
N  -0.167  4.756  3.379
H  -1.563  6.845  4.152
H  -0.104  6.919  5.120
H  -0.371  8.109  3.847
H  1.305  6.216  3.350
H  0.780  5.965  1.073
H  0.307  7.607  1.519
H  -1.844  8.197  1.462
H  -2.724  6.933  2.356
H  -2.967  7.113  0.613
H  0.412  4.143  2.809
H  -1.107  4.641  3.008
C  1.660  -5.547  -7.035
C  1.894  -5.182  -5.571
C  2.159  -6.385  -4.657
O  1.025  -7.168  -4.341
C  0.624  -8.089  -5.334
N  0.788  -4.350  -5.097
H  0.647  -5.913  -7.200
H  1.787  -4.664  -7.661
H  2.363  -6.310  -7.376
H  2.801  -4.570  -5.530
H  2.514  -6.001  -3.698
H  2.951  -7.024  -5.073
H  1.489  -8.518  -5.850
H  -0.043  -7.635  -6.071
H  0.082  -8.890  -4.833
H  1.012  -4.008  -4.167
H  -0.017  -4.954  -4.956
C  -5.493  10.423  5.328
C  -4.638  9.305  5.917
C  -3.147  9.641  6.035
O  -2.431  9.623  4.817
C  -2.570  10.769  4.003
N  -4.875  8.074  5.157
H  -5.403  10.471  4.243
H  -6.544  10.243  5.554
H  -5.218  11.395  5.742
H  -4.988  9.129  6.938
H  -2.677  8.869  6.649
H  -2.998  10.602  6.547
H  -2.645  11.680  4.605
H  -3.440  10.703  3.344
H  -1.678  10.834  3.379
H  -4.419  7.293  5.621
H  -4.397  8.159  4.264
C  -7.403  -3.782  -0.301
C  -7.252  -4.430  1.071
C  -8.237  -5.569  1.356
O  -9.564  -5.165  1.629
C  -10.350  -4.849  0.497
N  -7.302  -3.381  2.098
H  -8.237  -3.081  -0.330
H  -6.509  -3.220  -0.555
H  -7.557  -4.533  -1.080
H  -6.254  -4.878  1.113
H  -7.907  -6.085  2.262
H  -8.227  -6.304  0.539
H  -10.114  -5.507  -0.345
H  -10.221  -3.811  0.185
H  -11.393  -4.996  0.776
H  -7.068  -3.778  3.003
H  -8.269  -3.082  2.190

Atomic forces in eV per Å
C -0.214 0.410 -0.026
C -0.056 -0.325 -0.357
O -0.015 0.206 0.213
O -0.228 0.351 0.424
C 0.275 -0.424 -0.235
C 0.206 -0.143 -0.303
O -0.039 -0.123 -0.016
S 0.206 0.183 0.160
O -0.084 -0.098 -0.179
O -0.132 -0.039 0.091
C -0.215 0.186 -0.093
C 0.200 -0.062 0.157
C -0.184 -0.014 -0.021
C 0.507 0.071 0.255
N -0.686 -0.055 -0.962
C 0.397 0.221 0.131
C -0.003 -0.111 0.283
C -0.217 -0.016 0.074
O 0.264 0.171 0.055
H -0.060 0.029 0.012
H 0.117 -0.243 0.046
H 0.104 -0.224 -0.010
H -0.111 0.147 0.012
H 0.035 0.078 -0.024
H -0.178 0.052 0.083
H -0.055 0.232 0.236
H 0.007 -0.073 0.061
H 0.100 -0.037 -0.050
H -0.043 0.055 -0.103
H -0.032 0.074 -0.015
H 0.061 -0.002 0.000
H -0.012 -0.043 0.063
H 0.079 -0.003 0.022
H -0.035 -0.117 0.087
H -0.064 -0.057 -0.005
H -0.041 -0.087 0.073
H -0.066 0.035 -0.041
H 0.048 0.027 -0.037
H 0.042 -0.009 0.072
H 0.008 0.038 -0.132
C 0.039 0.008 0.066
C -0.037 0.185 -0.042
C 0.028 -0.137 0.064
O -0.043 0.081 -0.006
C -0.031 -0.053 -0.067
N 0.041 -0.232 -0.104
H 0.005 -0.028 -0.038
H -0.035 0.004 -0.009
H -0.001 0.002 -0.012
H 0.010 -0.053 -0.011
H -0.003 -0.006 -0.027
H -0.003 0.072 0.017
H 0.008 0.019 0.013
H 0.052 0.015 0.033
H 0.004 -0.017 0.003
H 0.005 0.013 0.033
H 0.012 0.050 0.015
C 0.026 -0.054 0.069
C 0.095 0.048 -0.142
C -0.134 0.078 0.157
O 0.099 -0.166 -0.067
C 0.062 0.185 0.006
N -0.153 -0.010 0.005
H -0.035 0.003 -0.020
H 0.006 0.034 -0.010
H -0.004 0.003 -0.013
H -0.055 -0.002 0.015
H -0.015 0.005 -0.023
H 0.078 -0.018 -0.028
H 0.024 -0.003 0.021
H 0.041 -0.124 -0.010
H -0.021 0.045 0.001
H 0.057 -0.001 0.054
H 0.069 -0.006 -0.009
C 0.110 0.037 0.061
C -0.200 -0.016 0.050
C 0.172 -0.006 -0.065
O -0.063 -0.008 0.061
C -0.026 -0.052 -0.085
N 0.085 -0.012 -0.221
H -0.014 0.010 -0.048
H -0.006 -0.044 -0.002
H -0.041 0.009 0.013
H 0.024 0.004 -0.053
H -0.029 -0.015 -0.021
H -0.036 0.012 0.059
H -0.002 0.012 0.029
H 0.025 0.056 0.027
H 0.016 0.001 -0.012
H 0.046 -0.067 0.124
H -0.034 -0.012 0.081
C 0.072 0.027 -0.042
C -0.164 -0.028 -0.095
C 0.150 0.043 0.093
O -0.055 0.000 -0.053
C -0.038 -0.021 0.080
N 0.085 -0.040 0.107
H -0.005 -0.028 0.031
H -0.035 0.015 0.012
H -0.011 -0.006 0.004
H 0.042 -0.031 0.045
H -0.038 -0.009 0.019
H -0.027 0.017 -0.063
H 0.002 0.004 -0.026
H 0.045 -0.009 -0.044
H 0.012 0.001 0.010
H -0.021 0.041 -0.022
H -0.037 0.025 -0.066
C -0.046 0.031 0.056
C -0.045 -0.001 -0.143
C 0.039 -0.063 0.143
O -0.047 0.033 -0.095
C 0.081 -0.058 -0.027
N 0.131 -0.009 0.057
H 0.044 0.000 -0.005
H -0.002 -0.029 -0.024
H 0.008 0.001 -0.010
H 0.042 -0.008 0.030
H 0.028 0.000 -0.021
H -0.068 0.031 -0.045
H -0.021 0.016 -0.002
H -0.033 0.050 0.038
H 0.013 0.004 0.021
H -0.067 -0.011 0.030
H -0.058 0.016 -0.028
C 0.053 -0.142 0.035
C -0.119 0.167 -0.023
C 0.091 -0.115 0.060
O -0.019 0.071 -0.030
C -0.061 -0.016 0.072
N -0.011 -0.115 0.064
H -0.031 -0.027 0.024
H -0.060 -0.007 0.032
H -0.024 0.007 0.001
H -0.004 -0.045 0.024
H -0.029 0.004 0.010
H 0.007 0.054 -0.046
H 0.010 0.010 -0.022
H 0.031 -0.021 -0.054
H 0.007 -0.015 0.007
H 0.056 0.020 -0.015
H 0.012 0.051 -0.038

Results
E ... -3069.94708 a.u.
Multiplicity ... 1

(2)
ORCA calculation (wB97M-V/def2-TZVPD) on C3H5N3O in the gas phase.

Cartesian coordinates (Å):
C  0.268  0.516  1.089
C  1.007  -0.500  0.490
C  -0.520  0.815  -0.586
O  0.477  -1.583  -1.501
N  0.588  -0.395  -0.779
N  -0.133  1.059  2.142
N  -1.773  0.616  -0.768
H  0.409  -1.293  -2.423
H  -0.049  0.463  2.970
H  -2.078  -0.294  -0.418
H  1.854  -1.107  0.789
H  -0.051  1.705  -1.006

Atomic forces in eV per Å
C -0.079 0.232 0.010
C 0.042 -0.166 -0.410
C -0.123 -0.105 -0.090
O 0.098 0.461 0.223
N -0.310 -0.255 0.294
N -0.034 -0.141 -0.122
N 0.353 -0.063 0.070
H -0.004 -0.018 0.075
H 0.027 0.015 -0.103
H 0.044 0.045 0.009
H -0.034 0.008 -0.022
H 0.021 -0.012 0.067

Results
Energy above the lowest of the compared OMol25 structures with the same formula, charge and spin ... 657.4 kJ/mol
Multiplicity ... 1

(3)
ORCA calculation (wB97M-V/def2-TZVPD) on 2 unconnected molecules or ions with the total composition H2I2O2P in a non-equilibrium geometry.

Cartesian coordinates (Å):
O  -0.247  -1.459  0.993
O  -0.704  0.068  -0.798
P  -1.387  -0.665  0.424
I  6.005  0.438  0.339
I  3.817  -0.832  -0.498
H  0.647  -1.722  1.035
H  -1.246  0.483  -1.559

Atomic forces in eV per Å
O -1.966 -0.054 0.934
O -1.481 0.219 -0.970
P 0.409 0.809 -1.391
I -0.215 -0.094 -0.012
I 0.117 0.055 0.007
H 2.190 -0.296 -0.258
H 0.946 -0.639 1.690

Results
Energy above the lowest of the compared OMol25 structures with the same formula, charge and spin ... 175.3 kJ/mol
Multiplicity ... 1
Net charge ... +1

> What is the formula in the third record?

H2I2O2P

> Which value of multiplicity does entry 3 give?

1